# C28H39Cl2MgN3O2Sb

A molecular structure, C28H39Cl2MgN3O2Sb (ωB97M-V/def2-TZVPD, the OMol25 dataset).

The net charge is -1. Its HOMO-LUMO gap is 6.354 eV. The value obtained for the energy above the lowest of the compared OMol25 structures with the same formula, charge and spin is 1.01 kcal per mole. The calculation puts the HOMO energy at -3.78 eV. The value obtained for the total energy is -2765.922811 hartree.

Positions of all 76 atoms, in Å:
Mg -0.53 -0.27 1.47
O -0.37 -3.57 -0.99
C -0.54 -2.46 -0.48
N 0.31 -1.72 0.23
C 1.41 -2.45 0.83
C 1.97 -1.68 2.03
C 2.76 -2.59 2.94
C 2.95 -2.21 4.22
C 2.25 -1.08 4.74
C 1.16 -0.65 4.02
N 0.86 -1.05 2.78
C -1.95 -1.87 -0.54
C -2.83 -2.26 -1.53
C -4.13 -1.79 -1.48
C -4.51 -0.96 -0.44
C -3.57 -0.61 0.50
N -2.31 -1.05 0.46
H 2.22 -2.67 0.13
H 1.05 -3.43 1.18
H 3.15 -3.52 2.54
H 3.56 -2.82 4.88
H 2.39 -0.74 5.76
H 0.43 0.00 4.49
H -2.48 -2.93 -2.30
H -4.85 -2.07 -2.25
H -5.52 -0.57 -0.37
H -3.81 0.06 1.32
Cl -2.49 2.37 1.96
C -0.74 1.88 1.57
H -0.17 2.32 2.39
H -0.50 2.47 0.68
C 2.66 1.68 -1.92
C 1.72 0.69 -2.58
O 0.55 0.43 -1.82
H 3.52 1.86 -2.56
H 3.02 1.31 -0.96
H 2.15 2.63 -1.74
H 2.24 -0.25 -2.80
H 1.38 1.09 -3.54
H 0.69 -0.29 -1.17
Cl 8.07 -2.33 -0.95
C 6.56 -1.79 -0.24
C 6.50 -1.54 1.12
C 5.30 -1.10 1.66
C 4.16 -0.92 0.88
C 2.87 -0.50 1.51
C 4.27 -1.19 -0.48
C 5.46 -1.62 -1.05
H 7.38 -1.67 1.73
H 5.24 -0.91 2.73
H 3.07 0.14 2.37
H 2.27 0.07 0.80
H 3.40 -1.07 -1.12
H 5.52 -1.83 -2.11
C -4.00 4.30 -2.97
C -4.10 2.89 -2.41
Sb -2.27 1.73 -2.11
C -1.92 1.16 -4.17
C -2.55 2.00 -5.28
C -0.90 3.40 -1.98
C -0.43 4.06 -3.27
H -4.98 4.80 -2.98
H -3.62 4.31 -3.99
H -3.34 4.92 -2.36
H -4.76 2.27 -3.03
H -4.56 2.91 -1.42
H -2.26 0.13 -4.25
H -0.83 1.12 -4.28
H -3.63 2.07 -5.17
H -2.35 1.57 -6.27
H -2.16 3.02 -5.29
H -0.05 2.98 -1.44
H -1.36 4.13 -1.31
H -0.02 3.33 -3.97
H 0.35 4.80 -3.08
H -1.25 4.58 -3.78

Löwdin atomic charge list, values in e, 2 entries: number 1, Mg, carries 0.6236; number 2, O, carries 0.0193

# C28H39Cl3IrNO6S2Si4

A molecular structure, C28H39Cl3IrNO6S2Si4 in a non-equilibrium geometry (ωB97M-V/def2-TZVPD, the OMol25 dataset).

The net charge is -2. Its HOMO-LUMO gap (spin up / spin down) is 6.934 / 6.934 eV. The value obtained for the energy above the lowest of the compared OMol25 structures with the same formula, charge and spin is 52.50 kcal per mole. The calculation puts the HOMO energy (spin up / spin down) at -3.26 / -3.26 eV. The value obtained for the total energy is -5036.057491 hartree.

Positions of all 84 atoms, in Å:
Ir 0.27 -0.49 -0.02
O -2.35 -3.77 1.40
C -1.63 -3.18 0.60
O -0.76 -2.29 0.92
C -1.75 -3.54 -0.85
C -2.11 -4.86 -1.14
C -2.24 -5.31 -2.44
C -2.02 -4.43 -3.49
C -1.67 -3.12 -3.22
C -1.52 -2.66 -1.90
S -1.03 -0.95 -1.82
H -2.30 -5.51 -0.29
H -2.52 -6.34 -2.63
H -2.12 -4.76 -4.51
H -1.48 -2.43 -4.04
Cl -0.94 3.89 6.09
C -0.38 3.04 4.67
C -1.03 1.90 4.24
C -0.58 1.24 3.12
Cl -1.38 -0.22 2.67
C 0.52 1.66 2.34
O 0.98 1.10 1.25
C 1.15 2.83 2.85
Cl 2.56 3.44 2.05
C 0.72 3.50 3.98
H -1.88 1.51 4.78
H 1.26 4.38 4.30
N 1.72 -1.53 0.98
C 2.90 -1.10 1.69
C 4.15 -1.54 1.27
C 5.29 -1.17 1.96
C 5.19 -0.38 3.10
C 3.93 0.05 3.52
C 2.79 -0.30 2.82
S 6.67 0.03 4.02
O 6.90 -1.15 4.84
O 7.68 0.23 2.99
O 6.32 1.22 4.78
H 1.95 -2.24 0.29
H 1.06 -2.00 1.62
H 4.22 -2.18 0.39
H 6.27 -1.49 1.63
H 3.87 0.69 4.39
H 1.81 0.04 3.13
C -0.10 0.00 -5.02
Si 1.42 -0.29 -3.91
C 2.75 0.36 -5.10
C 1.75 -2.14 -3.78
Si 1.47 0.71 -1.73
Si 3.82 1.00 -1.44
C 4.73 -0.53 -2.08
C 4.53 1.33 0.26
C 4.40 2.47 -2.48
Si 0.37 2.76 -2.13
C 0.50 4.05 -0.78
C 1.01 3.59 -3.71
C -1.48 2.50 -2.42
H -0.03 -0.69 -5.87
H -0.06 1.01 -5.43
H -1.06 -0.13 -4.53
H 2.61 -0.15 -6.06
H 3.78 0.20 -4.78
H 2.62 1.43 -5.29
H 1.57 -2.65 -4.73
H 1.11 -2.61 -3.02
H 2.79 -2.31 -3.49
H 4.43 -1.43 -1.52
H 5.80 -0.38 -1.89
H 4.60 -0.74 -3.14
H 3.99 0.85 1.07
H 4.54 2.40 0.45
H 5.57 0.97 0.28
H 4.18 2.39 -3.54
H 5.49 2.54 -2.36
H 3.96 3.39 -2.10
H 1.52 4.40 -0.64
H 0.15 3.66 0.18
H -0.13 4.91 -1.05
H 2.08 3.76 -3.68
H 0.52 4.57 -3.82
H 0.77 3.00 -4.59
H -1.95 1.96 -1.59
H -1.68 1.95 -3.33
H -1.95 3.49 -2.49

Löwdin atomic charge list, values in e, 2 entries: number 1, Ir, carries 0.8339; number 2, O, carries 0.0189

# C28H39ClEuN4O5

A molecular structure, C28H39ClEuN4O5 in a non-equilibrium geometry (ωB97M-V/def2-TZVPD, the OMol25 dataset).

As for the spin multiplicity: 7. Its expectation value of S² is 12.026. The net charge is -1. Its HOMO-LUMO gap (spin up / spin down) is 4.588 / 4.488 eV. The calculation puts the HOMO energy (spin up / spin down) at -2.00 / -1.90 eV. The value obtained for the total energy is -2856.174378 hartree.

Positions of all 78 atoms, in Å:
Eu 0.80 -1.00 -0.80
Cl 3.37 -1.48 -0.47
N 0.40 -1.89 1.77
N -1.04 0.20 -2.43
C 0.38 -3.19 1.84
C -1.61 -0.59 -3.31
C 0.19 -1.38 3.16
C 0.41 -2.62 4.01
C -1.24 -0.89 3.30
C 1.19 -0.29 3.50
H -1.94 -1.70 3.05
H -1.42 -0.04 2.64
H -1.41 -0.58 4.34
H 2.21 -0.70 3.45
H 1.00 0.07 4.52
H 1.10 0.55 2.80
C -1.70 1.54 -2.55
C -2.43 1.43 -3.88
C -0.67 2.65 -2.55
C -2.70 1.71 -1.42
H -3.48 0.94 -1.48
H -3.18 2.70 -1.51
H -2.22 1.64 -0.43
H 0.03 2.50 -3.38
H -0.11 2.66 -1.61
H -1.18 3.61 -2.67
O -2.45 0.00 -4.17
H -1.89 1.92 -4.70
H -3.47 1.78 -3.87
O 0.36 -3.73 3.06
H -0.36 -2.81 4.77
H 1.40 -2.65 4.48
C 0.30 -4.10 0.66
C -1.43 -2.06 -3.42
C -1.80 -2.74 -2.13
H -0.35 -2.22 -3.62
H -2.01 -2.43 -4.28
C -0.87 -2.84 -1.13
C -0.94 -3.76 -0.13
H 2.90 0.44 -0.74
C -2.21 -4.32 0.17
C -3.28 -4.00 -0.68
C -2.40 -5.19 1.37
C -3.09 -3.27 -1.86
H -4.28 -4.35 -0.43
C -4.20 -3.04 -2.83
H -5.16 -3.34 -2.39
H -4.06 -3.61 -3.76
H -4.27 -1.98 -3.11
H -1.73 -6.05 1.36
H -3.43 -5.55 1.42
H -2.19 -4.63 2.30
H 0.31 -5.14 1.01
H 1.21 -3.91 0.06
C 3.93 5.13 -0.47
C 3.06 3.93 -0.81
C 2.49 3.19 0.43
C 3.54 2.81 1.50
C 4.77 2.07 0.98
C 1.44 4.07 1.13
O 1.59 5.26 1.38
N 0.27 3.44 1.52
C -0.14 2.15 1.22
O -1.23 1.74 1.61
N 0.72 1.39 0.43
C 1.82 1.93 -0.03
O 2.41 1.27 -1.06
H 3.45 5.72 0.31
H 4.03 5.75 -1.37
H 4.93 4.83 -0.15
H 2.19 4.25 -1.41
H 3.63 3.21 -1.43
H 3.85 3.73 2.01
H 3.03 2.19 2.25
H 5.42 2.74 0.40
H 5.34 1.71 1.84
H 4.49 1.20 0.37
H -0.39 3.99 2.06

Löwdin atomic charge list, values in e, 2 entries: number 1, Eu, carries 1.3334; number 2, Cl, carries -0.2116